Record 1
The following is a quantum chemistry calculation of a structure of composition C54H35F9N5O4PW at a distorted geometry, from the Open Molecules 2025 dataset.

```
! RIJCOSX wB97M-V def2-TZVPD def2/J DEFGRID3
* xyz 2 3
H 1.508 2.579 2.653
C -2.500 3.331 -4.438
C -1.341 4.458 2.687
H -4.504 -3.423 1.026
C -4.711 -2.936 -1.079
H 4.334 -3.218 -3.845
H 0.676 0.219 -4.052
O -3.888 2.647 -2.523
C 2.197 -4.237 -1.392
C 3.907 -0.513 3.819
F 2.469 6.845 0.214
C -2.741 2.560 -3.263
H -2.326 4.817 4.566
F 3.425 -2.071 7.142
C -0.171 3.295 -3.791
H 3.584 3.543 -1.758
N -0.443 -1.284 -1.095
C 1.211 -1.187 3.512
C -3.416 -1.356 4.149
C 2.908 -1.636 -0.444
H -0.884 3.586 -5.792
N -2.061 1.712 -1.015
C 1.837 2.797 1.622
H 2.808 -4.847 -2.081
W -1.558 0.479 0.134
F -0.131 -5.013 -4.137
C 1.979 1.749 0.691
C -4.916 3.240 -3.318
C 3.221 -0.073 2.709
C -1.140 3.404 -4.758
C -3.834 -0.730 -1.570
H -5.010 4.352 -3.103
F 2.079 -5.008 -4.164
C 1.841 -0.752 -0.377
C 2.144 4.142 1.292
C -3.554 -1.605 0.580
C 0.891 -1.060 -1.443
C 3.075 3.353 -0.808
C 0.837 -4.290 -2.175
N -2.154 -0.317 2.013
C -3.016 -1.368 1.880
H -5.210 -3.856 -1.363
C 2.804 -2.165 -2.695
H 3.815 -1.494 0.189
C -4.260 -2.750 0.234
C 3.015 -2.800 -1.399
C -1.709 2.161 -2.306
C 1.577 -0.396 -3.879
P 1.066 0.189 1.004
H -1.922 -2.785 -1.050
C 1.870 -0.465 2.501
H -3.301 3.731 -5.108
O -4.971 -2.871 5.073
N -1.561 2.232 1.726
C 3.663 -2.363 -3.754
F 1.053 -6.524 -2.977
C -1.213 3.526 1.623
H -4.734 3.059 -4.408
C 3.235 -1.271 4.847
C -3.411 -2.133 2.968
C -2.904 -0.126 4.240
H 1.811 4.978 1.917
C 2.800 4.420 0.078
O -0.138 -4.957 1.095
F 2.912 5.940 -1.753
C 0.954 -5.212 -3.390
C 1.625 -1.323 -2.805
O -4.168 -1.327 6.423
F 5.137 -0.938 6.307
H -3.896 0.126 -2.234
H -4.789 -1.867 -2.996
H -3.854 -3.118 2.895
C -2.009 4.104 3.862
C 3.710 -1.348 -4.671
C -0.364 -3.627 -2.081
C 1.843 -1.541 4.717
C -1.987 1.838 2.963
C 2.616 2.052 -0.559
H -1.205 -4.074 -2.656
H 0.172 -1.450 3.292
H -5.852 2.714 -3.064
H 2.848 0.533 -5.352
C -4.239 -1.889 5.322
C 0.905 -4.850 0.581
H 4.506 -1.301 -5.405
C -4.437 -1.897 -1.986
H -0.866 5.425 2.514
H 4.053 -3.145 -1.370
F 4.505 6.135 -0.291
H 4.968 -0.240 3.884
C -0.915 -2.515 -1.339
F 4.755 -3.013 5.569
H 3.044 -5.061 0.552
H 0.174 3.023 -1.780
C -2.319 2.750 3.964
N -3.208 -0.652 -0.358
C 4.105 -1.802 5.973
C 3.153 5.846 -0.385
C 2.736 -0.322 -4.658
H 2.782 1.267 -1.282
H -2.997 0.375 5.198
H -2.814 2.347 4.857
H 0.824 3.681 -3.953
H 3.756 0.500 1.937
C -0.525 2.826 -2.544
H -0.782 3.870 0.684
C -2.249 0.446 3.127
H 1.264 -2.033 5.490
C 2.119 -4.780 -0.020
*
```

Calculated values
HOMO-LUMO gap (alpha / beta) = 4.7 / 3.8 eV
HOMO (alpha / beta) = -11.927 / -11.850 eV


Record 2
The following is a quantum chemistry calculation of a structure of composition C54H38INO2PS2SnTe, from the Open Molecules 2025 dataset.

```
! RIJCOSX wB97M-V def2-TZVPD def2/J DEFGRID3
* xyz 1 1
C -2.897 2.261 3.918
C 1.065 5.626 -1.089
C -0.533 -3.070 4.165
H 3.313 -3.316 4.396
C -1.296 1.150 2.454
H -2.469 -4.920 -4.086
H 1.205 -2.742 -4.289
H -3.113 4.356 3.586
H -5.748 0.204 1.428
C -2.226 1.115 3.500
C 0.492 4.474 -1.546
C -1.198 -2.938 -0.233
H 4.714 -0.186 0.211
O -0.172 -2.387 0.553
C -1.649 3.504 2.259
H -0.267 2.410 1.038
C 0.528 -4.214 1.892
H -3.503 -0.127 -3.044
C -2.824 5.730 -2.629
C 4.609 -4.782 3.515
P -1.217 1.494 -1.804
C -1.883 -3.863 -2.328
C 3.711 -2.901 2.324
C -2.601 3.452 3.285
H -1.434 4.451 1.783
C 4.794 0.769 3.468
S -2.349 -0.500 4.105
H -3.310 2.495 -3.349
C 3.824 -3.638 3.498
H -3.302 3.203 -0.384
H -4.303 -1.566 0.452
C -3.403 4.626 -3.177
H 4.711 -5.349 4.431
H -4.357 4.692 -3.683
C -0.941 6.836 -1.541
C -0.618 -2.370 2.957
C 4.353 0.146 2.307
H 2.104 5.630 -0.787
H -1.821 -1.098 -6.849
C 0.336 -3.066 -3.732
C -2.725 1.167 -0.804
C -4.608 1.804 0.563
H -1.506 7.757 -1.601
H 0.794 7.725 -0.675
C 0.217 -2.646 -2.400
H 1.080 -5.862 3.138
H 6.289 2.031 4.340
H 5.902 -6.067 2.388
Te 2.636 -1.083 2.402
Sn 1.091 0.006 -0.115
H 5.649 -4.779 0.292
C 0.608 -4.890 3.097
C -2.783 3.377 -3.007
H 4.244 -2.757 0.244
N -0.731 -0.079 2.150
H 0.461 1.179 -4.039
C 0.325 6.822 -1.043
H -2.749 -4.162 -1.754
H -5.228 2.583 0.990
C -0.919 -3.070 -1.678
C -2.773 -0.691 -4.972
H -3.683 -1.217 -5.232
O -2.193 -3.318 0.309
C -3.011 -0.167 -0.520
S 1.614 -1.692 -1.872
C 5.274 -5.186 2.366
I 1.861 2.896 -1.842
H 7.541 2.310 2.229
C -0.452 0.658 -4.301
C 5.138 -4.460 1.191
H -3.634 2.216 4.708
C -0.567 0.059 -5.545
C -3.522 2.155 -0.227
C -1.508 0.611 -3.388
C 5.943 1.548 3.436
C 0.075 -4.309 4.240
H -0.945 -2.618 5.058
C 6.646 1.702 2.250
H 0.138 -4.823 5.190
C -4.094 -0.519 0.267
C 6.205 1.078 1.091
C -0.998 2.365 1.834
H 0.251 0.118 -6.252
H 6.754 1.195 0.166
H -3.324 6.691 -2.656
C 5.054 0.303 1.116
C -1.575 3.228 -2.366
C -0.599 -3.882 -4.329
H 0.925 -4.642 0.979
H -0.455 -4.203 -5.353
C -2.670 -0.071 -3.733
C -0.078 -2.972 1.830
C -1.545 5.651 -2.031
C -4.902 0.471 0.807
H -2.382 -0.938 -0.936
C -1.728 -4.282 -3.625
C -1.728 -0.623 -5.880
C -0.862 4.397 -1.966
C 4.353 -3.317 1.164
C -1.168 -1.011 2.935
H 4.250 0.641 4.395
*
```

Calculated values
HOMO-LUMO gap = 6.8 eV
ΔE to the lowest compared entry with this formula, charge and spin = 0.000 eV
HOMO = -9.902 eV